Computed, not measured: a cluster of 2 separate species, C11H24N6O5 in total in a non-equilibrium geometry, with ωB97M-V with the def2-TZVPD basis set.

Values from the calculation:
E_HOMO ... -8.3 eV
Gap between HOMO and LUMO ... 8.921 eV
SMILES string ... CNC(=O)[C@@H](NC(C)=O)[C@@H](C)O.[H]/N=C(\N)NC[C@H](N)C(=O)O
Energy above the lowest of the compared OMol25 structures with the same formula, charge and spin ... 0.0 kcal per mole

The geometry in ORCA input format:
```
! wB97M-V def2-TZVPD RIJCOSX def2/J DEFGRID3
* xyz 0 1
C 2.181 0.267 5.830
N 1.345 0.965 4.856
C 1.106 0.544 3.609
O 1.608 -0.486 3.159
C 0.215 1.437 2.727
N 0.772 2.793 2.564
C 0.735 3.755 3.483
C 1.352 5.080 3.105
O 0.240 3.596 4.592
C -0.038 0.800 1.347
C -1.055 1.591 0.523
O 1.174 0.739 0.627
H 3.092 -0.095 5.349
H 2.451 0.943 6.643
H 1.636 -0.586 6.236
H 0.923 1.848 5.129
H -0.748 1.515 3.232
H 1.215 2.989 1.679
H 1.224 5.778 3.932
H 0.856 5.470 2.218
H 2.412 4.939 2.906
H -0.424 -0.211 1.485
H -1.267 1.051 -0.400
H -0.665 2.577 0.271
H -1.982 1.698 1.085
H 1.713 0.095 1.109
H 0.734 -0.159 -1.322
N 0.132 -0.869 -1.736
C 0.496 -1.422 -2.821
N 1.672 -1.088 -3.352
N -0.243 -2.377 -3.421
C -1.642 -2.631 -3.030
C -2.393 -3.389 -4.142
N -1.617 -4.602 -4.551
C -2.705 -2.420 -5.310
O -3.386 -1.435 -5.080
O -2.249 -2.722 -6.551
H 2.085 -1.803 -3.935
H 2.279 -0.588 -2.718
H 0.045 -2.678 -4.345
H -2.161 -1.690 -2.810
H -1.652 -3.231 -2.115
H -3.362 -3.706 -3.742
H -1.996 -5.009 -5.408
H -1.563 -5.289 -3.800
H -2.544 -1.986 -7.108
*
```